2 unconnected molecules or ions with the total composition C2H7NOS at a distorted geometry. Source: the Open Molecules 2025 dataset; level of theory: ωB97M-V/def2-TZVPD.

The geometry in XYZ format:
```
12
Properties=species:S:1:pos:R:3:forces:R:3
N -1.24378 -1.49255 -2.58269 -1.3 0.3 -1.8
C -1.92582 -0.88033 -1.55458 0.5 -2.3 2.5
O -2.83228 -0.08156 -1.59009 0.9 -0.7 -0.5
H -0.30515 -1.92265 -2.46747 -1.6 0.3 -0.1
H -1.83911 -1.60146 -3.46247 1.9 0.4 1.4
H -1.61382 -1.49619 -0.54162 -0.4 2.0 -1.5
C 2.21626 1.90346 1.78101 2.4 -1.6 -2.8
S 1.59573 0.20338 1.87903 0.8 -1.1 1.7
H 1.83149 1.95843 0.76743 0.0 2.0 0.1
H 3.35672 2.04285 1.66862 -1.7 -0.9 0.3
H 1.92555 2.54641 2.53649 -1.3 1.2 1.1
H 0.73477 0.18001 0.87546 -0.2 0.4 -0.4
```
Positions in Å, forces in eV/Å.

Results
energy: -608.5329 Ha
LUMO level: 0.0238 Ha
HOMO energy: -0.339 Ha
net charge: 0
ΔE to the lowest compared entry with this formula, charge and spin: 40.3 kcal/mol
Kohn-Sham gap: 9.86 eV
multiplicity: 1